Arrangement w

18
Properties=species:S:1:pos:R:3:mulliken_charge:R:1 method="wB97M-V/def2-TZVPD" e_lumo_ev=0.696 mol_weight_g_mol=130.216 orbital_gap_ev=8.867
C 1.4806 -1.0176 -1.0400 -1.291
C 1.0327 0.3764 -0.9154 0.041
C 0.4974 0.8965 0.1811 0.337
C 0.3880 2.3632 0.4557 -1.251
N 0.1210 0.1756 1.3298 -0.566
C -0.8938 -0.6269 1.3054 -0.043
N -1.6348 -0.8598 0.1974 -0.279
S -3.0156 -1.9125 0.2654 -0.175
H 2.4587 -1.0438 -1.4548 0.437
H 0.9676 -1.5970 -1.7734 0.318
H 1.5394 -1.5778 -0.0668 0.303
H 1.1102 1.0242 -1.7899 0.337
H -0.6242 2.7938 0.4407 0.255
H 0.9470 2.9480 -0.2501 0.369
H 0.8431 2.4635 1.4522 0.329
H -1.1619 -1.1799 2.2157 0.416
H -1.6469 -0.1556 -0.5382 0.329
H -2.4084 -3.0705 -0.0149 0.136

***

Arrangement x

18
Properties=species:S:1:pos:R:3:mulliken_charge:R:1 method="wB97M-V/def2-TZVPD" e_lumo_ev=0.831 mol_weight_g_mol=130.216 orbital_gap_ev=9.377 smiles=N[C@@H]1[C@H]2NC[C@@H](S)[C@@H]12
N 0.1447 2.4057 0.4999 -0.603
C -0.3112 1.0397 0.5271 0.094
C 0.7100 0.1562 1.1339 -0.330
N 0.2961 -1.2220 1.5123 -0.599
C -0.8131 -1.4605 0.3352 -0.801
C -0.0339 -1.0122 -0.8795 -0.089
S -0.9810 -0.9818 -2.5139 -0.271
C 0.4738 0.2709 -0.4559 -0.229
H 0.0904 2.8866 1.4390 0.230
H -0.3329 2.9001 -0.3299 0.239
H -1.3121 0.7608 0.6338 0.204
H 1.4917 0.7344 1.7463 0.346
H 1.3563 -1.7595 1.1959 0.308
H -0.9137 -2.4873 0.3643 0.407
H -1.7781 -0.9322 0.4960 0.295
H 0.7781 -1.6187 -1.1306 0.365
H -0.0419 -0.4625 -3.3525 0.131
H 1.1768 0.7822 -1.2214 0.301

***

Arrangement y

18
Properties=species:S:1:pos:R:3:mulliken_charge:R:1 method="wB97M-V/def2-TZVPD" e_lumo_ev=0.609 mol_weight_g_mol=130.216 orbital_gap_ev=8.926
C -0.6764 1.8879 0.2560 -1.182
C -1.1899 0.6519 -0.4901 -0.276
C -0.8158 -0.6548 -0.0284 0.523
C -1.7998 -1.7268 -0.4351 -0.833
N 0.0266 -1.1086 1.0168 -0.487
C 1.2006 -0.6536 0.9686 -0.047
N 1.9209 0.1009 -0.0831 -0.360
S 3.5754 -0.4136 -0.3156 -0.165
H -1.5292 2.4969 0.7035 0.309
H -0.1499 2.6630 -0.3870 0.271
H -0.0945 1.8147 1.0597 0.452
H -2.0198 0.6718 -1.2233 0.255
H -1.3283 -2.5142 -1.1079 0.214
H -2.6036 -0.9880 -1.0289 0.223
H -2.1450 -2.3179 0.4760 0.265
H 1.9485 -0.6308 1.7971 0.346
H 1.4731 -0.1642 -1.1824 0.335
H 4.2072 0.8854 0.0040 0.157

***

Going by the computed energies, the most stable comes first: arrangement w, arrangement x, arrangement y.

***

Arrangement w

27
Properties=species:S:1:pos:R:3:mulliken_charge:R:1 method="wB97M-V/def2-TZVPD" e_lumo_ev=0.629 mol_weight_g_mol=147.218 orbital_gap_ev=8.731 smiles="C/C=C/C/C(C)=C/N.O.O"
C -2.5171 1.4429 2.1253 -1.298
C -1.6557 1.4240 0.8907 -0.372
C -0.8213 0.4625 0.4763 -0.005
C -0.1216 0.6262 -0.8228 -1.002
C 1.2493 -0.0040 -1.0237 0.515
C 2.4003 0.9156 -1.2781 -1.399
C 1.2800 -1.3367 -1.0566 -0.287
N 2.4410 -2.1288 -1.2480 -0.547
H -2.4227 0.4840 2.6721 0.287
H -3.6030 1.4720 1.9916 0.403
H -2.2796 2.3804 2.6669 0.296
H -1.7742 2.2435 0.1920 0.346
H -0.6057 -0.4258 1.0542 0.445
H -0.0487 1.6847 -1.1306 0.415
H -0.7998 0.3083 -1.6246 0.455
H 3.0843 0.9278 -0.4183 0.211
H 2.1463 1.9395 -1.5713 0.380
H 2.9277 0.5733 -2.1903 0.400
H 0.4350 -1.8830 -0.6318 0.322
H 3.1105 -1.5852 -1.7754 0.262
H 2.8626 -2.5120 -0.4156 0.201
O 0.4241 0.3516 2.9792 -0.631
H 0.3766 1.2991 3.0755 0.311
H 1.2993 0.1102 2.6914 0.295
O -2.3619 -1.5960 -1.6111 -0.619
H -3.2247 -1.2053 -1.5027 0.310
H -2.1405 -1.7626 -0.6984 0.305

***

Arrangement x

27
Properties=species:S:1:pos:R:3:mulliken_charge:R:1 method="wB97M-V/def2-TZVPD" e_lumo_ev=0.888 mol_weight_g_mol=147.218 orbital_gap_ev=9.831 smiles=CC(C)[C@](C)(O)[C@@H](N)CO
C 1.0634 -1.5308 1.5216 -1.495
C -0.2150 -1.2562 0.7434 0.400
C -1.4391 -1.4918 1.6199 -1.586
C -0.2961 0.3077 0.0744 1.442
C -0.0507 1.3431 1.1632 -2.059
O -1.5857 0.4316 -0.4670 -0.632
C 0.7413 0.3113 -1.0299 -0.678
N 0.4539 -0.5758 -2.1321 -0.658
C 0.7472 1.8582 -1.7045 -0.737
O -0.4782 2.1221 -2.3566 -0.581
H 1.9528 -1.4360 0.9008 0.353
H 1.1576 -0.8511 2.3665 0.285
H 1.0464 -2.5469 1.9198 0.443
H -0.2780 -1.9535 -0.0984 0.310
H -2.3470 -1.2263 1.0841 0.373
H -1.3841 -0.9085 2.5376 0.299
H -1.5148 -2.5457 1.8925 0.459
H 0.9994 1.3729 1.4416 0.371
H -0.6507 1.1062 2.0379 0.382
H -0.3511 2.3292 0.8152 0.499
H -1.5930 1.2259 -1.0308 0.546
H 1.7491 0.1559 -0.6479 0.559
H 0.9193 -1.4676 -2.0255 0.269
H -0.5474 -0.7459 -2.1877 0.355
H 0.9010 2.6519 -0.9754 0.385
H 1.5750 1.8734 -2.4220 0.333
H -0.5753 1.4468 -3.0406 0.363

***

Going by the computed energies, the most stable comes first: arrangement x, arrangement w.

***

Arrangement w

27
Properties=species:S:1:pos:R:3:mulliken_charge:R:1 method="wB97M-V/def2-TZVPD" e_lumo_ev=-0.017 mol_weight_g_mol=147.218 orbital_gap_ev=7.103
C 1.2904 0.6016 0.0107 1.769
C 0.6952 -1.0852 1.1083 -0.482
C 1.8752 1.4318 1.1334 -1.594
C 0.0852 1.0715 -0.5830 -1.618
C 2.3168 -0.0199 -0.9125 -1.750
N 0.2688 -2.0515 0.2417 -0.333
O -0.1672 -0.6242 1.9884 -0.567
H -1.1551 -0.8812 1.6912 0.432
H 1.7122 -1.2226 1.4801 0.555
H -0.7159 -2.0515 -0.0043 0.281
H 0.9273 -2.4308 -0.4160 0.234
H 2.3716 2.3297 0.7475 0.407
H -0.2566 2.0686 -0.3146 0.373
H 1.8460 -0.6092 -1.7025 0.461
H 2.6273 0.8701 1.6963 0.352
H 1.1014 1.7408 1.8361 0.392
H -0.0839 0.8423 -1.6331 0.407
H -1.0274 0.4407 -0.1477 -0.022
H 2.9266 0.7480 -1.4010 0.401
H 3.0105 -0.6712 -0.3688 0.324
C -2.9637 -0.0770 -1.2608 -1.206
C -2.3614 0.0099 0.1251 0.579
O -2.3263 -1.0669 0.8448 -0.752
H -2.6169 0.9486 0.6491 0.347
H -2.5694 -0.9418 -1.7969 0.300
H -4.0463 -0.1983 -1.1721 0.340
H -2.7643 0.8276 -1.8394 0.368

***

Arrangement x

27
Properties=species:S:1:pos:R:3:mulliken_charge:R:1 method="wB97M-V/def2-TZVPD" e_lumo_ev=0.731 mol_weight_g_mol=147.218 orbital_gap_ev=9.319 smiles="CC(C)(O)C=O.CC(C)N"
C -1.4526 -1.5991 -0.3702 -1.459
C -0.2311 -1.3090 -1.2361 1.247
C -0.4040 -1.8757 -2.6434 -1.726
O 0.9391 -1.7817 -0.6085 -0.517
C -0.0277 0.3498 -1.4555 0.079
O -0.8597 1.0196 -2.0251 -0.533
H -1.6836 -2.6655 -0.3724 0.450
H -1.2498 -1.2806 0.6524 0.293
H -2.3021 -1.0368 -0.7524 0.316
H -0.6125 -2.9464 -2.5938 0.476
H 0.5049 -1.7311 -3.2269 0.389
H -1.2307 -1.3757 -3.1429 0.377
H 1.1120 -2.7116 -0.7895 0.313
H 1.0587 0.5236 -1.5588 0.393
C -0.7434 1.8307 2.0581 -1.606
C 0.3720 1.1863 1.2545 1.340
C 1.5067 2.1686 0.9841 -1.525
N 0.8344 -0.0302 1.8596 -0.425
H -1.1540 2.6767 1.5097 0.381
H -0.3578 2.1807 3.0169 0.412
H -1.5331 1.1117 2.2671 0.373
H -0.2094 0.7179 0.2401 -0.478
H 2.2877 1.7057 0.3805 0.367
H 1.1387 3.0403 0.4476 0.355
H 1.9591 2.4830 1.9271 0.384
H 0.7699 -0.1769 2.8585 0.180
H 1.5682 -0.4742 1.3192 0.146

***

Going by the computed energies, the most stable comes first: arrangement x, arrangement w.

***

Arrangement w

11
Properties=species:S:1:pos:R:3:mulliken_charge:R:1 method="wB97M-V/def2-TZVPD" e_lumo_ev=3.672 total_charge=-1 mol_weight_g_mol=95.212 orbital_gap_ev=6.683
S 2.1576 1.7077 0.0398 -0.778
H 3.1629 0.8720 -0.0854 -0.053
C -0.8831 -0.5296 0.8904 -0.771
C -0.3049 -0.7303 -0.5016 -0.341
S -0.8504 0.8816 -1.2976 -0.327
H -1.3138 -1.5167 1.2785 0.253
H -1.8564 0.0510 0.6839 0.245
H -0.2969 0.0059 1.6578 0.246
H 0.8000 -0.8330 -0.5639 0.235
H -0.9244 -1.4430 -1.1469 0.221
H 0.3094 1.5345 -0.9549 0.069

***

Arrangement x

11
Properties=species:S:1:pos:R:3:mulliken_charge:R:1 method="wB97M-V/def2-TZVPD" e_lumo_ev=3.654 total_charge=-1 mol_weight_g_mol=95.212 orbital_gap_ev=6.605
S -1.4591 0.3887 2.0004 -0.812
H -1.8684 -0.4469 2.9628 -0.041
C 0.8681 0.9961 -2.2912 -1.070
C 0.9875 0.5449 -0.8471 -0.254
S 0.5420 -1.1980 -0.5377 -0.280
H 1.7088 0.8438 -2.9585 0.279
H 0.5458 2.0368 -2.3666 0.312
H 0.0360 0.4897 -2.7645 0.317
H 1.9914 0.6761 -0.4521 0.289
H 0.3100 1.1416 -0.2404 0.170
H -0.1635 -0.8905 0.6062 0.089

***

Arrangement y

11
Properties=species:S:1:pos:R:3:mulliken_charge:R:1 method="wB97M-V/def2-TZVPD" e_lumo_ev=3.391 total_charge=-1 mol_weight_g_mol=95.212 orbital_gap_ev=5.575
C -1.2399 -0.1351 0.9056 -0.662
S -0.8852 -1.9269 0.6183 -0.266
H -2.0063 -0.1605 1.6879 0.294
H -1.5811 0.1969 -0.0587 0.247
H -0.4041 0.3715 1.3620 0.220
H 0.4092 -1.8078 0.3010 0.081
C 1.4694 0.4095 -1.1888 -0.788
S 0.7458 1.8910 -0.4214 -0.744
H 0.8382 -0.3914 -1.5984 0.197
H 2.1198 -0.0399 -0.4495 0.179
H 2.0368 0.7299 -2.0653 0.242

***

Going by the computed energies, the most stable comes first: arrangement x, arrangement w, arrangement y.

***

Arrangement w

21
Properties=species:S:1:pos:R:3:mulliken_charge:R:1 method="wB97M-V/def2-TZVPD" e_lumo_ev="0.330 / 0.192" mol_weight_g_mol=128.175 orbital_gap_ev="7.919 / 7.517"
C 0.0046 -1.7820 -0.5359 0.142
C 1.4604 -1.9119 -0.8522 -1.348
C -0.4840 -2.4459 0.7112 -1.160
N 0.1556 0.6020 0.4276 -0.440
C -0.7526 0.3498 -0.4028 0.713
C -0.2090 2.7221 0.5895 0.399
C 0.7997 3.5177 0.9230 -0.853
O -1.4751 3.1667 0.4303 -0.482
N -1.8701 0.5972 -0.8710 -0.779
H -1.9570 2.5163 -0.1101 0.376
H 1.1083 0.7648 0.1318 0.273
H -0.6368 -1.9238 -1.4047 0.359
H -2.3285 -0.1060 -1.4395 0.265
H -0.4039 -3.5424 0.6321 0.379
H 1.7147 -2.9507 -1.1166 0.389
H 2.0806 -1.6431 0.0081 0.320
H 1.7544 -1.2881 -1.7001 0.323
H -1.5323 -2.2161 0.9145 0.306
H 0.1088 -2.1510 1.5816 0.301
H 1.7791 3.1224 1.1569 0.241
H 0.6830 4.6017 0.9264 0.275

***

Arrangement x

21
Properties=species:S:1:pos:R:3:mulliken_charge:R:1 method="wB97M-V/def2-TZVPD" e_lumo_ev=0.889 mol_weight_g_mol=128.175 orbital_gap_ev=10.371
C -0.0531 -0.1102 0.4894 -0.215
C 0.0165 -0.8054 -1.8992 -1.485
C 1.9219 0.3142 -1.0293 -1.749
C -0.3606 1.6529 -1.2160 -1.701
C -1.3824 -0.8269 3.0495 -0.579
C 0.3452 0.2942 -0.8870 2.226
N 0.0565 -1.1976 1.1923 -0.521
N -0.1412 -0.5600 2.4062 0.086
O -0.2048 0.7319 1.7849 -0.348
H -0.1211 -1.7960 -1.4709 0.382
H -0.9721 -0.5863 -2.5202 0.301
H 0.7952 -0.9971 -2.6240 0.339
H 2.3644 0.4820 -1.9871 0.450
H 2.4367 0.9831 -0.3530 0.389
H 2.2600 -0.6683 -0.6983 0.472
H -0.5400 1.7784 -2.2858 0.432
H -1.4216 1.5315 -0.7583 0.366
H 0.0532 2.4316 -0.7186 0.401
H -1.5880 -0.1236 3.8715 0.223
H -2.1947 -0.6737 2.2609 0.241
H -1.2699 -1.8546 3.3928 0.290

***

Arrangement y

21
Properties=species:S:1:pos:R:3:mulliken_charge:R:1 method="wB97M-V/def2-TZVPD" e_lumo_ev=0.857 mol_weight_g_mol=128.175 orbital_gap_ev=9.525
H -1.1610 1.6908 -1.0974 0.456
N 0.0608 1.5088 -0.9063 -0.794
C 0.3270 0.4260 -0.4123 0.601
O -0.8866 -0.5583 0.0239 -0.442
C -0.7854 -1.1131 1.3147 -0.835
C 1.6340 -0.2537 -0.3075 0.699
C 1.7845 -1.5428 -0.6009 -1.131
C 2.7677 0.6487 0.0903 -1.166
H 0.0020 -1.8721 1.3656 0.352
H -1.7336 -1.6048 1.5525 0.268
H -0.5730 -0.3546 2.0828 0.331
H 2.7612 -2.0062 -0.5785 0.293
H 0.9347 -2.1640 -0.8402 0.343
H 2.5954 1.0726 1.0817 0.276
H 3.7108 0.1044 0.1023 0.375
H 2.8381 1.4824 -0.6083 0.290
C -2.8295 0.7884 -0.0568 -0.184
N -2.5353 1.4917 -1.0816 -0.509
H -2.4665 1.1276 0.9048 0.300
H -3.5324 -0.0413 -0.0611 0.252
H -2.9129 1.1695 -1.9676 0.224

***

Arrangement z

21
Properties=species:S:1:pos:R:3:mulliken_charge:R:1 method="wB97M-V/def2-TZVPD" e_lumo_ev=0.782 mol_weight_g_mol=128.175 orbital_gap_ev=9.889
H 1.2266 -0.9024 2.3127 0.243
N 1.8657 -0.3138 1.7784 -0.664
C 1.3884 0.8343 1.4872 -0.200
C -0.0312 1.3145 1.4861 -0.422
C -0.8236 0.3216 0.6564 -1.124
C -0.1965 -0.3820 -0.8824 1.266
C -1.0568 -1.6078 -1.1681 -1.611
N 1.1659 -0.7368 -0.9222 -0.740
C -0.5006 0.7420 -1.8339 -0.346
O -1.5939 1.0387 -2.2467 -0.481
H 2.0633 1.4817 0.9337 0.460
H -0.4018 1.3045 2.5163 0.302
H -0.1076 2.3169 1.0650 0.285
H -1.7807 0.7787 0.4097 0.504
H -1.0562 -0.5855 1.2115 0.380
H -0.7906 -2.0472 -2.1248 0.390
H -0.8938 -2.3534 -0.3938 0.399
H -2.1088 -1.3357 -1.1873 0.351
H 1.4587 -1.2229 0.0005 0.406
H 1.7638 0.0836 -0.9112 0.297
H 0.4097 1.2711 -2.1870 0.305

***

Going by the computed energies, the most stable comes first: arrangement z, arrangement y, arrangement x, arrangement w.